Computed, not measured: a cluster of 14 separate species, C84H196O42 in total, with ωB97M-V/def2-TZVPD.

Results
Energy relative to the best compared isomer or geometry (same formula, charge and spin) = 49.3 kcal per mole
HOMO level = -0.331 Eh
Molar mass = 1878.5 g mol⁻¹
HOMO-LUMO gap = 9.59 eV

Last column: Mulliken charge in e.
Positions of all 322 atoms, in Å:
C  2.14  7.13  3.34  -0.689
O  0.91  6.54  3.08  -0.207
C  0.67  5.30  3.74  -0.821
C  -0.44  4.49  2.96  2.303
O  -1.70  5.19  3.15  -0.801
C  -2.79  4.51  2.57  1.810
C  -4.13  5.25  2.83  -0.827
O  -4.35  5.51  4.20  0.290
C  -5.57  6.17  4.45  -1.039
H  2.94  6.44  3.08  0.115
H  2.21  7.39  4.41  0.284
H  2.22  8.08  2.84  0.271
H  0.35  5.37  4.79  0.258
H  1.60  4.71  3.75  -0.145
H  -0.54  3.52  3.44  -0.521
H  -0.23  4.44  1.87  -0.487
H  -2.86  3.46  2.91  -0.733
H  -2.72  4.57  1.48  -0.726
H  -4.94  4.58  2.50  0.391
H  -4.24  6.27  2.37  0.216
H  -5.80  6.02  5.50  0.309
H  -6.39  5.68  3.93  0.317
H  -5.49  7.24  4.25  0.273
C  -2.06  3.12  -3.18  -0.417
O  -3.15  2.32  -2.79  -0.497
C  -3.45  2.50  -1.44  1.186
C  -4.77  1.87  -1.21  -0.830
O  -5.37  2.33  -0.02  -0.601
C  -5.26  1.52  1.15  2.151
C  -6.64  1.32  1.78  -1.316
O  -7.31  0.30  1.06  -0.268
C  -8.70  0.07  1.43  -0.814
H  -1.21  2.62  -2.77  -0.016
H  -2.22  4.09  -2.73  0.216
H  -2.14  3.16  -4.26  0.360
H  -3.58  3.59  -1.22  -0.044
H  -2.65  2.12  -0.85  -0.355
H  -4.74  0.79  -1.19  0.215
H  -5.36  2.22  -2.05  0.439
H  -4.55  1.99  1.83  -0.824
H  -4.72  0.58  0.96  -0.556
H  -7.23  2.25  1.64  0.498
H  -6.66  1.06  2.80  0.658
H  -9.19  1.07  1.62  0.295
H  -8.71  -0.50  2.35  0.138
H  -9.18  -0.49  0.64  0.375
C  0.27  -8.56  -5.50  -0.160
O  1.29  -9.53  -5.74  -0.508
C  2.45  -9.17  -5.02  0.215
C  2.29  -9.51  -3.52  -0.828
O  2.11  -8.25  -2.80  -0.102
C  1.32  -8.38  -1.64  -0.970
C  1.24  -7.03  -0.90  0.043
O  0.27  -6.18  -1.63  -0.133
C  0.25  -4.88  -1.10  0.276
H  -0.62  -8.78  -6.10  0.397
H  0.62  -7.56  -5.85  -0.015
H  0.11  -8.52  -4.44  0.040
H  2.63  -8.10  -5.02  -0.276
H  3.27  -9.75  -5.51  0.432
H  3.21  -9.96  -3.10  0.255
H  1.41  -10.11  -3.27  0.511
H  1.79  -9.10  -0.96  0.484
H  0.25  -8.62  -1.88  0.519
H  2.20  -6.56  -0.87  -0.288
H  0.78  -7.11  0.13  0.356
H  1.18  -4.33  -1.12  -0.398
H  -0.15  -4.83  -0.08  1.024
H  -0.50  -4.40  -1.79  -0.887
C  8.71  -9.28  0.53  -0.538
O  7.91  -10.45  0.48  -0.391
C  6.78  -10.38  1.27  -0.767
C  5.58  -9.58  0.70  -0.114
O  5.88  -8.18  0.61  -0.201
C  4.69  -7.43  0.26  -0.162
C  5.00  -5.97  0.16  -0.701
O  3.88  -5.25  -0.32  -0.104
C  4.26  -4.01  -0.99  0.067
H  8.73  -8.92  1.57  0.283
H  8.24  -8.47  -0.01  0.165
H  9.73  -9.55  0.17  0.261
H  7.00  -9.97  2.27  0.419
H  6.40  -11.41  1.34  0.341
H  4.76  -9.76  1.45  0.321
H  5.27  -9.94  -0.37  0.148
H  3.95  -7.52  1.10  0.227
H  4.21  -7.88  -0.64  -0.012
H  5.90  -5.88  -0.53  0.321
H  5.35  -5.64  1.13  0.174
H  3.28  -3.47  -1.18  -0.345
H  4.78  -4.26  -1.95  0.198
H  4.92  -3.58  -0.26  0.186
C  -10.45  0.59  4.59  -0.832
O  -9.37  1.44  4.23  -0.091
C  -9.05  2.39  5.32  -0.882
C  -7.78  3.07  5.04  -0.006
O  -6.71  2.23  5.52  -0.462
C  -5.41  2.82  5.27  0.677
C  -4.29  1.87  5.63  -0.716
O  -4.02  0.97  4.51  0.033
C  -2.74  0.39  4.53  0.335
H  -10.35  0.18  5.58  0.354
H  -10.50  -0.20  3.85  0.236
H  -11.44  1.10  4.67  0.304
H  -8.90  1.83  6.34  0.297
H  -9.86  3.08  5.48  0.431
H  -7.74  4.05  5.53  0.355
H  -7.71  3.23  3.96  0.062
H  -5.36  3.73  5.83  0.509
H  -5.39  3.13  4.18  -0.554
H  -4.78  1.23  6.39  0.437
H  -3.36  2.37  5.99  -0.130
H  -2.60  -0.27  5.42  0.365
H  -1.89  1.13  4.52  -0.215
H  -2.67  -0.26  3.63  -0.567
C  2.30  5.43  -2.64  -0.841
O  1.26  4.90  -1.91  0.342
C  0.75  5.78  -0.96  -1.930
C  -0.70  5.46  -0.73  2.236
O  -1.56  6.09  -1.67  -0.515
C  -2.81  6.34  -1.12  0.451
C  -2.75  7.64  -0.26  -0.521
O  -4.08  7.91  0.11  -0.405
C  -4.15  9.08  0.95  -0.738
H  2.80  4.65  -3.20  0.017
H  3.08  5.98  -2.06  0.309
H  1.87  6.19  -3.32  0.248
H  0.81  6.82  -1.24  0.832
H  1.30  5.74  -0.04  0.185
H  -0.85  5.92  0.30  -0.186
H  -0.86  4.39  -0.74  -0.896
H  -2.99  5.50  -0.48  -0.652
H  -3.50  6.49  -1.96  0.628
H  -2.40  8.44  -0.93  0.490
H  -2.04  7.60  0.59  0.228
H  -4.97  9.72  0.58  0.297
H  -3.27  9.72  0.81  0.362
H  -4.24  8.86  2.01  0.188
C  1.07  2.49  0.24  0.933
O  -0.34  2.38  0.52  1.264
C  -0.66  1.24  1.27  -0.294
C  -1.00  0.03  0.41  0.658
O  0.02  -0.32  -0.41  1.447
C  0.00  -1.56  -1.01  0.147
C  0.86  -1.54  -2.26  0.478
O  2.19  -1.42  -1.76  1.139
C  3.13  -1.31  -2.79  -0.566
H  1.34  3.42  -0.28  -1.581
H  1.43  1.69  -0.45  -0.329
H  1.65  2.38  1.10  0.353
H  -1.60  1.50  1.79  -0.535
H  0.13  0.94  1.96  -0.129
H  -1.86  0.31  -0.18  -0.473
H  -1.31  -0.77  1.07  -0.401
H  -1.00  -1.77  -1.42  -0.366
H  0.24  -2.35  -0.26  0.439
H  0.49  -0.73  -2.83  -0.586
H  0.70  -2.43  -2.86  -0.699
H  3.01  -0.33  -3.22  -0.357
H  3.06  -2.22  -3.39  0.112
H  4.13  -1.34  -2.35  0.023
C  -6.97  -3.93  0.20  -0.819
O  -5.84  -3.60  1.03  -0.489
C  -6.05  -2.34  1.61  -0.650
C  -4.96  -1.99  2.56  -1.011
O  -3.72  -1.88  1.84  1.693
C  -2.98  -3.04  1.95  -0.346
C  -2.23  -3.34  3.23  -1.295
O  -1.09  -2.47  3.27  0.290
C  -0.24  -2.45  4.39  -0.200
H  -6.97  -3.25  -0.61  0.320
H  -7.90  -3.89  0.80  0.340
H  -6.74  -4.89  -0.19  0.266
H  -6.97  -2.45  2.21  0.640
H  -6.18  -1.48  0.93  0.362
H  -4.96  -2.83  3.26  0.567
H  -5.11  -1.04  3.04  -0.365
H  -2.15  -3.00  1.25  -0.253
H  -3.55  -3.92  1.61  0.312
H  -1.98  -4.47  3.13  0.441
H  -2.93  -3.25  4.07  0.365
H  -0.04  -3.50  4.66  0.326
H  -0.68  -1.84  5.23  0.176
H  0.69  -1.95  4.11  -0.430
C  2.28  -1.80  -8.61  -0.783
O  3.18  -1.57  -7.55  -0.042
C  4.14  -2.61  -7.44  -0.962
C  3.67  -3.99  -7.07  -0.629
O  2.91  -4.03  -5.85  0.341
C  2.59  -5.33  -5.42  -1.433
C  1.41  -5.20  -4.50  1.920
O  0.31  -4.88  -5.28  -0.534
C  -0.81  -4.76  -4.50  0.065
H  1.55  -0.98  -8.49  0.160
H  1.72  -2.77  -8.39  0.238
H  2.74  -1.82  -9.57  0.396
H  4.83  -2.28  -6.71  0.331
H  4.68  -2.64  -8.44  0.361
H  4.56  -4.61  -6.95  0.369
H  3.06  -4.49  -7.87  0.429
H  3.42  -5.80  -4.90  0.402
H  2.39  -6.01  -6.30  0.423
H  1.62  -4.44  -3.71  -1.037
H  1.22  -6.14  -3.96  -0.277
H  -0.85  -3.81  -3.93  -0.342
H  -0.89  -5.60  -3.77  0.034
H  -1.67  -4.60  -5.18  0.520
C  0.60  3.47  -10.26  -0.805
O  1.00  3.37  -8.96  -0.163
C  1.51  4.55  -8.35  -0.791
C  1.79  4.34  -6.89  -0.127
O  2.91  3.57  -6.50  -0.474
C  2.62  2.16  -6.50  -1.045
C  3.12  1.45  -5.25  -0.885
O  2.51  1.83  -4.04  0.951
C  1.12  1.88  -4.05  -0.084
H  1.37  4.03  -10.88  0.291
H  -0.34  4.04  -10.41  0.292
H  0.51  2.52  -10.74  0.242
H  0.74  5.38  -8.35  0.330
H  2.43  4.82  -8.88  0.411
H  0.86  4.01  -6.40  0.130
H  1.89  5.38  -6.53  0.382
H  3.16  1.85  -7.40  0.722
H  1.59  1.90  -6.63  0.362
H  4.20  1.53  -5.01  0.272
H  2.91  0.41  -5.50  0.508
H  0.86  2.84  -4.52  0.027
H  0.72  1.89  -3.05  -0.684
H  0.62  1.15  -4.58  0.208
C  7.42  2.65  4.44  -0.857
O  6.04  3.00  4.21  -0.449
C  5.52  2.35  3.05  -0.746
C  4.08  2.78  2.59  0.887
O  3.94  4.11  2.06  -0.100
C  4.79  4.55  0.98  -1.361
C  4.57  3.81  -0.35  0.260
O  4.86  2.46  -0.22  -0.043
C  4.83  1.79  -1.46  -0.179
H  7.95  3.12  3.65  0.347
H  7.62  1.60  4.40  0.294
H  7.83  3.08  5.35  0.311
H  5.60  1.21  3.21  0.288
H  6.17  2.55  2.16  0.289
H  3.31  2.66  3.33  -0.280
H  3.78  2.06  1.84  -0.136
H  5.87  4.40  1.25  0.211
H  4.61  5.58  0.79  0.582
H  5.21  4.32  -1.11  0.607
H  3.52  3.90  -0.67  -0.228
H  4.24  2.31  -2.28  -0.130
H  4.49  0.77  -1.22  -0.150
H  5.82  1.74  -1.92  0.348
C  -4.51  -6.07  -2.76  -0.708
O  -4.39  -4.63  -2.69  -0.491
C  -3.67  -4.16  -1.61  -0.227
C  -3.64  -2.65  -1.69  -0.576
O  -2.91  -2.16  -2.79  -0.138
C  -3.00  -0.81  -3.07  0.701
C  -2.43  -0.46  -4.42  -1.526
O  -1.08  -0.76  -4.40  0.811
C  -0.55  -1.01  -5.71  -1.180
H  -3.56  -6.62  -2.89  0.130
H  -5.24  -6.33  -3.53  0.348
H  -5.03  -6.39  -1.86  0.287
H  -2.67  -4.57  -1.70  -0.157
H  -4.14  -4.49  -0.67  0.598
H  -3.34  -2.15  -0.75  0.022
H  -4.65  -2.31  -1.77  0.773
H  -2.49  -0.19  -2.32  -0.728
H  -4.05  -0.51  -3.11  0.775
H  -2.59  0.62  -4.62  0.093
H  -2.90  -1.05  -5.22  0.462
H  0.55  -1.04  -5.60  0.118
H  -0.72  -0.11  -6.35  0.394
H  -0.96  -1.88  -6.21  0.229
C  -0.76  9.00  8.69  -0.683
O  -1.37  7.74  8.60  -0.342
C  -1.66  7.40  7.26  -0.835
C  -1.90  5.94  7.03  0.164
O  -0.67  5.22  6.86  -0.535
C  -1.00  3.87  6.44  -0.089
C  0.22  3.04  6.32  -0.767
O  -0.19  1.92  5.62  0.037
C  0.92  1.07  5.51  -0.567
H  0.30  9.04  8.33  0.257
H  -0.79  9.31  9.76  0.253
H  -1.32  9.79  8.10  0.287
H  -0.81  7.69  6.61  0.317
H  -2.60  7.88  6.99  0.347
H  -2.52  5.88  6.11  -0.065
H  -2.46  5.50  7.86  0.427
H  -1.50  3.93  5.49  -0.517
H  -1.71  3.42  7.12  1.089
H  0.55  2.73  7.32  0.518
H  1.09  3.53  5.83  0.151
H  1.23  0.60  6.47  0.356
H  1.79  1.69  5.13  0.247
H  0.75  0.34  4.73  -0.226
C  8.54  -3.71  1.35  -0.825
O  7.49  -2.95  0.70  -0.213
C  7.29  -1.70  1.39  -1.132
C  6.04  -1.00  0.93  0.497
O  4.87  -1.50  1.61  -0.758
C  3.72  -0.93  1.07  2.181
C  2.52  -1.33  1.82  -0.589
O  2.46  -0.76  3.09  0.924
C  3.27  -1.31  4.12  -1.016
H  9.47  -3.12  1.33  0.320
H  8.55  -4.65  0.84  0.221
H  8.40  -3.82  2.43  0.354
H  8.23  -1.11  1.27  0.382
H  7.09  -1.90  2.45  0.365
H  5.91  -1.08  -0.16  0.036
H  6.14  0.07  1.14  0.120
H  3.59  -1.26  0.01  -0.667
H  3.73  0.14  1.00  -1.077
H  2.51  -2.43  1.88  0.564
H  1.68  -0.91  1.23  -0.511
H  3.01  -2.37  4.38  0.321
H  3.02  -0.75  5.03  0.229
H  4.34  -1.40  3.90  0.066